{"formula": "C5H5NO2", "method": "ωB97M-V with the def2-TZVPD basis set", "species": ["C", "C", "C", "C", "C", "H", "H", "H", "H", "H", "N", "O", "O"], "xyz": [[1.262658, -0.857394, -0.823894], [0.497913, 0.101915, 0.055849], [-0.848009, -0.357096, 0.504775], [-1.401936, 0.790464, -0.438026], [1.330155, 0.514304, 1.167063], [2.278806, -0.503807, -1.258357], [-1.019697, -0.279754, 1.574637], [-1.171632, -1.353700, 0.141369], [-1.944381, 1.532354, 0.069323], [-1.825810, 0.438885, -1.417479], [1.986771, 0.643890, 2.139221], [0.832507, -1.939772, -1.075548], [0.022654, 1.269710, -0.638934]], "forces_ev_per_angstrom": [[1.6, 0.2, -1.1], [0.5, 1.1, 0.2], [-2.1, -0.5, -1.3], [2.1, -1.4, -0.4], [2.8, 0.0, 3.8], [-1.3, -0.2, 0.6], [-0.2, 0.3, -0.1], [0.6, 0.5, 0.4], [-0.9, 1.0, 0.3], [0.3, 0.5, 1.1], [-2.0, -0.1, -3.1], [-0.1, -0.4, -0.2], [-1.2, -0.9, -0.3]], "orbital_gap_ev": 10.60, "lumo_energy_ev": 0.12, "e_tot_ev": -10848.5355, "homo_ev": -10.48, "smiles": "N#C[C@@]1(C=O)CCO1", "spin_multiplicity": 1}